--- A ---
Entry from the Open Molecules 2025 dataset: a cluster of 6 separate species, C24H66N6O6 in total (ωB97M-V/def2-TZVPD).

Each atom is followed by the atoms it is bonded to, with distances in Å.
Atoms and positions in Å:
1 C -1.64 -5.69 1.34  O2 1.431, H7 1.090, H8 1.090, H9 1.090
2 O -1.15 -4.89 0.26  C1 1.431, C3 1.429
3 C 0.24 -4.96 -0.09  O2 1.429, C4 1.579, H10 1.090, H11 1.090
4 C 0.73 -6.33 -0.69  C3 1.579, C5 1.526, N6 1.417, H12 1.090
5 C 2.22 -6.30 -1.00  C4 1.526, H13 1.090, H14 1.090, H15 1.090
6 N 0.00 -6.64 -1.86  C4 1.417, H16 1.010, H17 1.010
7 H -1.05 -5.47 2.23  C1 1.090
8 H -1.46 -6.74 1.12  C1 1.090
9 H -2.65 -5.44 1.67  C1 1.090
10 H 0.33 -4.22 -0.88  C3 1.090
11 H 0.91 -4.49 0.63  C3 1.090
12 H 0.47 -7.03 0.10  C4 1.090
13 H 2.38 -5.47 -1.69  C5 1.090
14 H 2.57 -7.18 -1.53  C5 1.090
15 H 2.82 -5.97 -0.15  C5 1.090
16 H 0.32 -5.86 -2.41  N6 1.010
17 H -0.94 -6.36 -1.63  N6 1.010
18 C -8.31 -0.93 -2.23  O19 1.411, H24 1.090, H25 1.090, H26 1.090
19 O -7.04 -1.07 -1.63  C18 1.411, C20 1.404
20 C -5.94 -0.76 -2.45  O19 1.404, C21 1.573, H27 1.090, H28 1.090
21 C -4.92 0.19 -1.72  C20 1.573, C22 1.541, N23 1.479, H29 1.090
22 C -5.69 1.45 -1.28  C21 1.541, H30 1.090, H31 1.090, H32 1.090
23 N -3.84 0.55 -2.66  C21 1.479, H33 1.010, H34 1.010
24 H -8.36 -0.17 -3.02  C18 1.090
25 H -9.09 -0.62 -1.53  C18 1.090
26 H -8.51 -1.87 -2.74  C18 1.090
27 H -5.52 -1.68 -2.86  C20 1.090
28 H -6.35 -0.20 -3.29  C20 1.090
29 H -4.39 -0.38 -0.95  C21 1.090
30 H -5.16 2.04 -0.52  C22 1.090
31 H -6.60 1.09 -0.81  C22 1.090
32 H -5.88 2.18 -2.06  C22 1.090
33 H -4.31 0.87 -3.49  N23 1.010
34 H -3.40 1.38 -2.28  N23 1.010
35 C 3.35 -1.72 0.12  O36 1.480, H41 1.090, H42 1.090, H43 1.090
36 O 3.89 -0.89 -0.97  C35 1.480, C37 1.432
37 C 3.40 -0.97 -2.32  O36 1.432, C38 1.645, H44 1.090, H45 1.090
38 C 3.58 0.47 -3.09  C37 1.645, C39 1.492, N40 1.494, H46 1.090
39 C 3.01 0.45 -4.47  C38 1.492, H47 1.090, H48 1.090, H49 1.090
40 N 5.04 0.65 -3.37  C38 1.494, H50 1.010, H51 1.010
41 H 2.28 -1.68 0.31  C35 1.090
42 H 3.93 -1.37 0.98  C35 1.090
43 H 3.53 -2.77 -0.11  C35 1.090
44 H 4.04 -1.70 -2.80  C37 1.090
45 H 2.42 -1.44 -2.39  C37 1.090
46 H 3.18 1.31 -2.52  C38 1.090
47 H 3.39 -0.21 -5.25  C39 1.090
48 H 2.96 1.45 -4.92  C39 1.090
49 H 1.93 0.35 -4.54  C39 1.090
50 H 5.61 0.84 -2.56  N40 1.010
51 H 5.25 -0.28 -3.70  N40 1.010
52 C 1.88 -1.43 8.21  O53 1.510, H58 1.090, H59 1.090, H60 1.090
53 O 1.49 -1.39 6.75  C52 1.510, C54 1.486
54 C 0.56 -0.29 6.41  O53 1.486, C55 1.599, H61 1.090, H62 1.090
55 C 0.04 -0.15 4.91  C54 1.599, C56 1.447, N57 1.468, H63 1.090
56 C -0.85 0.94 4.60  C55 1.447, H64 1.090, H65 1.090, H66 1.090
57 N -0.60 -1.40 4.47  C55 1.468, H67 1.010, H68 1.010
58 H 2.24 -0.48 8.60  C52 1.090
59 H 2.79 -2.03 8.24  C52 1.090
60 H 1.06 -1.83 8.82  C52 1.090
61 H -0.26 -0.45 7.12  C54 1.090
62 H 1.03 0.69 6.56  C54 1.090
63 H 0.78 -0.13 4.11  C55 1.090
64 H -1.08 1.20 3.57  C56 1.090
65 H -0.43 1.91 4.89  C56 1.090
66 H -1.80 1.02 5.13  C56 1.090
67 H -0.03 -2.23 4.55  N57 1.010
68 H -0.89 -1.35 3.50  N57 1.010
69 C -2.47 -1.75 1.43  O70 1.447, H75 1.090, H76 1.090, H77 1.090
70 O -1.28 -0.99 1.74  C69 1.447, C71 1.418
71 C -0.39 -0.51 0.75  O70 1.418, C72 1.585, H78 1.090, H79 1.090
72 C -0.96 0.69 -0.12  C71 1.585, C73 1.498, N74 1.433, H80 1.090
73 C -0.11 1.10 -1.28  C72 1.498, H81 1.090, H82 1.090, H83 1.090
74 N -0.84 1.75 0.84  C72 1.433, H84 1.010, H85 1.010
75 H -3.07 -1.34 0.62  C69 1.090
76 H -3.03 -1.84 2.36  C69 1.090
77 H -2.05 -2.72 1.18  C69 1.090
78 H 0.56 -0.29 1.24  C71 1.090
79 H -0.31 -1.38 0.10  C71 1.090
80 H -1.99 0.50 -0.44  C72 1.090
81 H 0.77 1.56 -0.83  C73 1.090
82 H -0.73 1.75 -1.90  C73 1.090
83 H 0.16 0.16 -1.75  C73 1.090
84 H -1.54 1.66 1.55  N74 1.010
85 H -0.86 2.68 0.45  N74 1.010
86 C 5.33 6.55 -2.19  O87 1.360, H92 1.090, H93 1.090, H94 1.090
87 O 4.01 6.35 -1.96  C86 1.360, C88 1.421
88 C 3.27 7.24 -1.13  O87 1.421, C89 1.571, H95 1.090, H96 1.090
89 C 1.78 6.75 -1.03  C88 1.571, C90 1.554, N91 1.462, H97 1.090
90 C 1.75 5.26 -0.61  C89 1.554, H98 1.090, H99 1.090, H100 1.090
91 N 1.08 6.86 -2.32  C89 1.462, H101 1.010, H102 1.010
92 H 5.46 7.40 -2.86  C86 1.090
93 H 5.94 5.70 -2.52  C86 1.090
94 H 5.84 6.86 -1.28  C86 1.090
95 H 3.79 7.29 -0.18  C88 1.090
96 H 3.35 8.21 -1.62  C88 1.090
97 H 1.25 7.37 -0.31  C89 1.090
98 H 2.11 4.54 -1.35  C90 1.090
99 H 0.69 5.08 -0.40  C90 1.090
100 H 2.19 5.05 0.37  C90 1.090
101 H 1.79 6.48 -2.94  N91 1.010
102 H 1.02 7.87 -2.33  N91 1.010

Summary:
HOMO: -8.1 eV
SMILES: COC[C@H](C)N.COC[C@H](C)N.COC[C@H](C)N.COC[C@H](C)N.COC[C@H](C)N.COC[C@H](C)N

Löwdin population analysis, charges in e, atoms 1 to 4: atom 1 (C): -0.089, atom 2 (O): -0.219, atom 3 (C): -0.190, atom 4 (C): -0.476

---

--- B ---
Entry from the Open Molecules 2025 dataset: a cluster of 6 separate species, C24H66N6O6 in total (ωB97M-V/def2-TZVPD).

Each atom is followed by the atoms it is bonded to, with distances in Å.
Atoms and positions in Å:
1 C 23.62 -2.51 5.47  O2 1.401, H7 1.090, H8 1.090, H9 1.090
2 O 22.71 -3.50 5.08  C1 1.401, C3 1.417
3 C 21.56 -3.00 4.42  O2 1.417, C4 1.565, H10 1.090, H11 1.090
4 C 20.61 -4.16 3.96  C3 1.565, C5 1.506, N6 1.478, H12 1.090
5 C 19.85 -3.99 2.67  C4 1.506, H13 1.090, H14 1.090, H15 1.090
6 N 19.64 -4.45 5.04  C4 1.478, H16 1.010, H17 1.010
7 H 23.50 -2.03 6.44  C1 1.090
8 H 23.62 -1.84 4.62  C1 1.090
9 H 24.59 -3.00 5.56  C1 1.090
10 H 21.15 -2.32 5.17  C3 1.090
11 H 21.81 -2.40 3.55  C3 1.090
12 H 21.25 -5.03 3.86  C4 1.090
13 H 19.30 -4.81 2.22  C5 1.090
14 H 20.53 -3.62 1.91  C5 1.090
15 H 19.12 -3.18 2.72  C5 1.090
16 H 19.56 -3.67 5.67  N6 1.010
17 H 19.95 -5.25 5.56  N6 1.010
18 C 16.72 -5.34 15.08  O19 1.434, H24 1.090, H25 1.090, H26 1.090
19 O 17.64 -4.36 14.58  C18 1.434, C20 1.376
20 C 17.03 -3.63 13.59  O19 1.376, C21 1.564, H27 1.090, H28 1.090
21 C 18.22 -2.90 12.91  C20 1.564, C22 1.511, N23 1.396, H29 1.090
22 C 19.20 -3.85 12.25  C21 1.511, H30 1.090, H31 1.090, H32 1.090
23 N 18.89 -2.04 13.79  C21 1.396, H33 1.010, H34 1.010
24 H 16.38 -6.07 14.34  C18 1.090
25 H 15.87 -4.82 15.53  C18 1.090
26 H 17.05 -6.03 15.85  C18 1.090
27 H 16.60 -4.34 12.88  C20 1.090
28 H 16.18 -3.03 13.91  C20 1.090
29 H 17.73 -2.25 12.18  C21 1.090
30 H 19.55 -3.70 11.23  C22 1.090
31 H 18.72 -4.81 12.04  C22 1.090
32 H 20.04 -4.16 12.88  C22 1.090
33 H 18.27 -1.61 14.46  N23 1.010
34 H 19.54 -2.66 14.27  N23 1.010
35 C 16.36 -9.85 4.52  O36 1.443, H41 1.090, H42 1.090, H43 1.090
36 O 15.15 -10.07 5.28  C35 1.443, C37 1.436
37 C 14.89 -9.00 6.21  O36 1.436, C38 1.585, H44 1.090, H45 1.090
38 C 13.90 -7.89 5.66  C37 1.585, C39 1.536, N40 1.431, H46 1.090
39 C 13.80 -6.65 6.56  C38 1.536, H47 1.090, H48 1.090, H49 1.090
40 N 12.58 -8.35 5.33  C38 1.431, H50 1.010, H51 1.010
41 H 16.19 -8.85 4.12  C35 1.090
42 H 16.46 -10.57 3.70  C35 1.090
43 H 17.30 -9.71 5.04  C35 1.090
44 H 14.36 -9.47 7.03  C37 1.090
45 H 15.86 -8.60 6.49  C37 1.090
46 H 14.13 -7.60 4.64  C38 1.090
47 H 13.10 -5.95 6.10  C39 1.090
48 H 14.76 -6.19 6.82  C39 1.090
49 H 13.32 -6.98 7.48  C39 1.090
50 H 12.08 -8.76 6.11  N40 1.010
51 H 12.83 -9.18 4.81  N40 1.010
52 C 33.63 -6.83 5.28  O53 1.430, H58 1.090, H59 1.090, H60 1.090
53 O 33.30 -7.32 6.58  C52 1.430, C54 1.389
54 C 32.51 -6.47 7.34  O53 1.389, C55 1.554, H61 1.090, H62 1.090
55 C 31.87 -7.24 8.53  C54 1.554, C56 1.533, N57 1.443, H63 1.090
56 C 30.99 -6.36 9.43  C55 1.533, H64 1.090, H65 1.090, H66 1.090
57 N 32.94 -7.88 9.26  C55 1.443, H67 1.010, H68 1.010
58 H 34.11 -7.60 4.67  C52 1.090
59 H 34.39 -6.06 5.36  C52 1.090
60 H 32.80 -6.37 4.73  C52 1.090
61 H 33.16 -5.67 7.70  C54 1.090
62 H 31.69 -6.01 6.79  C54 1.090
63 H 31.31 -8.09 8.14  C55 1.090
64 H 30.42 -5.73 8.74  C56 1.090
65 H 31.62 -5.69 10.01  C56 1.090
66 H 30.33 -6.85 10.15  C56 1.090
67 H 33.40 -7.16 9.79  N57 1.010
68 H 33.68 -8.08 8.60  N57 1.010
69 C 20.15 -8.73 10.42  O70 1.416, H75 1.090, H76 1.090, H77 1.090
70 O 21.07 -8.20 9.49  C69 1.416, C71 1.400
71 C 22.41 -8.43 9.83  O70 1.400, C72 1.514, H78 1.090, H79 1.090
72 C 23.30 -7.91 8.72  C71 1.514, C73 1.472, N74 1.444, H80 1.090
73 C 23.15 -8.48 7.37  C72 1.472, H81 1.090, H82 1.090, H83 1.090
74 N 24.70 -8.21 8.91  C72 1.444, H84 1.010, H85 1.010
75 H 20.33 -8.30 11.41  C69 1.090
76 H 20.22 -9.81 10.61  C69 1.090
77 H 19.14 -8.55 10.05  C69 1.090
78 H 22.70 -7.89 10.72  C71 1.090
79 H 22.52 -9.50 10.05  C71 1.090
80 H 23.02 -6.86 8.67  C72 1.090
81 H 23.21 -9.56 7.48  C73 1.090
82 H 23.88 -8.12 6.63  C73 1.090
83 H 22.15 -8.35 6.96  C73 1.090
84 H 25.07 -7.58 8.22  N74 1.010
85 H 24.97 -7.92 9.84  N74 1.010
86 C 15.03 -11.48 13.78  O87 1.383, H92 1.090, H93 1.090, H94 1.090
87 O 15.21 -11.45 15.15  C86 1.383, C88 1.424
88 C 14.60 -12.51 15.88  O87 1.424, C89 1.485, H95 1.090, H96 1.090
89 C 14.69 -12.17 17.32  C88 1.485, C90 1.548, N91 1.438, H97 1.090
90 C 14.05 -13.29 18.17  C89 1.548, H98 1.090, H99 1.090, H100 1.090
91 N 13.98 -11.01 17.79  C89 1.438, H101 1.010, H102 1.010
92 H 14.06 -11.86 13.46  C86 1.090
93 H 15.79 -12.14 13.35  C86 1.090
94 H 15.15 -10.45 13.44  C86 1.090
95 H 13.52 -12.49 15.75  C88 1.090
96 H 14.93 -13.45 15.44  C88 1.090
97 H 15.75 -12.01 17.53  C89 1.090
98 H 14.44 -14.25 17.84  C90 1.090
99 H 12.98 -13.31 17.99  C90 1.090
100 H 14.30 -13.14 19.22  C90 1.090
101 H 14.21 -10.89 18.77  N91 1.010
102 H 14.34 -10.22 17.27  N91 1.010

Summary:
HOMO: -9.0 eV
SMILES: COC[C@H](C)N.COC[C@H](C)N.COC[C@H](C)N.COC[C@H](C)N.COC[C@H](C)N.COC[C@H](C)N

Löwdin population analysis, charges in e, atoms 1 to 4: atom 1 (C): -0.118, atom 2 (O): -0.197, atom 3 (C): -0.193, atom 4 (C): -0.399

---

Top of the stability list: B, leading by 94.3 kJ/mol.

---

--- A ---
Entry from the Open Molecules 2025 dataset: the molecule C9H18N2O3 (ωB97M-V/def2-TZVPD).

Each atom is followed by the atoms it is bonded to, with distances in Å.
Atoms and positions in Å:
1 C -2.60 -1.92 -1.36  C2 1.527, H15 1.093, H16 1.078, H17 1.087
2 C -2.12 -0.53 -0.95  C1 1.527, C3 1.543, H18 1.110, H19 1.094
3 C -1.56 -0.48 0.49  C2 1.543, C4 1.538, C5 1.551, H20 1.089
4 C -2.65 -0.74 1.54  C3 1.538, H21 1.097, H22 1.087, H23 1.112
5 C -0.86 0.87 0.77  C3 1.551, N6 1.454, C7 1.534, H24 1.084
6 N -1.79 1.97 0.56  C5 1.454, H25 1.014, H26 1.018
7 C 0.40 1.01 -0.09  C5 1.534, O8 1.218, N9 1.377
8 O 0.42 1.73 -1.08  C7 1.218
9 N 1.48 0.28 0.34  C7 1.377, C10 1.476, H27 1.047
10 C 2.65 0.05 -0.52  N9 1.476, C11 1.530, C12 1.532, H28 1.094
11 C 3.37 1.35 -0.89  C10 1.530, H29 1.074, H30 1.100, H31 1.098
12 C 3.64 -0.85 0.23  C10 1.532, O13 1.187, O14 1.352
13 O 4.29 -1.70 -0.29  C12 1.187
14 O 3.75 -0.58 1.55  C12 1.352, H32 0.941
15 H -3.45 -2.26 -0.76  C1 1.093
16 H -2.93 -1.89 -2.39  C1 1.078
17 H -1.85 -2.70 -1.27  C1 1.087
18 H -1.34 -0.17 -1.64  C2 1.110
19 H -2.93 0.20 -1.03  C2 1.094
20 H -0.81 -1.27 0.60  C3 1.089
21 H -3.14 -1.70 1.36  C4 1.097
22 H -3.40 0.05 1.48  C4 1.087
23 H -2.19 -0.74 2.56  C4 1.112
24 H -0.57 0.85 1.81  C5 1.084
25 H -1.78 2.23 -0.42  N6 1.014
26 H -1.44 2.80 1.04  N6 1.018
27 H 1.22 -0.51 0.99  N9 1.047
28 H 2.36 -0.48 -1.44  C10 1.094
29 H 2.72 1.96 -1.48  C11 1.074
30 H 4.27 1.10 -1.48  C11 1.100
31 H 3.66 1.91 0.01  C11 1.098
32 H 3.20 0.16 1.74  O14 0.941

Summary:
HOMO: -9.7 eV
SMILES: CC[C@H](C)[C@H](N)C(=O)N[C@@H](C)C(=O)O

Löwdin population analysis, charges in e, atoms 1 to 4: atom 1 (C): -0.100, atom 2 (C): -0.219, atom 3 (C): -0.349, atom 4 (C): -0.063

---

--- B ---
Entry from the Open Molecules 2025 dataset: the molecule C9H18N2O3 (ωB97M-V/def2-TZVPD).

Each atom is followed by the atoms it is bonded to, with distances in Å.
Atoms and positions in Å:
1 C -4.36 -0.21 0.51  C2 1.527, H15 1.102, H16 1.093, H17 1.097
2 C -3.53 -0.36 -0.77  C1 1.527, C3 1.535, H18 1.081, H19 1.091
3 C -2.02 -0.51 -0.55  C2 1.535, C4 1.531, C5 1.556, H20 1.087
4 C -1.65 -1.81 0.17  C3 1.531, H21 1.111, H22 1.091, H23 1.066
5 C -1.43 0.74 0.17  C3 1.556, N6 1.451, C7 1.530, H24 1.090
6 N -1.75 1.93 -0.58  C5 1.451, H25 1.051, H26 1.028
7 C 0.05 0.51 0.48  C5 1.530, O8 1.237, N9 1.348
8 O 0.40 -0.02 1.54  C7 1.237
9 N 0.93 0.83 -0.49  C7 1.348, C10 1.464, H27 1.002
10 C 2.39 0.72 -0.42  N9 1.464, C11 1.529, C12 1.546, H28 1.091
11 C 2.99 1.49 0.76  C10 1.529, H29 1.064, H30 1.087, H31 1.097
12 C 2.87 -0.75 -0.38  C10 1.546, O13 1.206, O14 1.339
13 O 3.69 -1.15 -1.17  C12 1.206
14 O 2.36 -1.55 0.57  C12 1.339, H32 0.982
15 H -4.13 0.73 1.02  C1 1.102
16 H -5.43 -0.20 0.27  C1 1.093
17 H -4.16 -1.03 1.21  C1 1.097
18 H -3.68 0.50 -1.40  C2 1.081
19 H -3.85 -1.25 -1.31  C2 1.091
20 H -1.54 -0.54 -1.53  C3 1.087
21 H -2.18 -2.67 -0.30  C4 1.111
22 H -1.94 -1.75 1.22  C4 1.091
23 H -0.61 -2.02 0.14  C4 1.066
24 H -1.87 0.81 1.17  C5 1.090
25 H -1.57 1.81 -1.61  N6 1.051
26 H -1.26 2.77 -0.23  N6 1.028
27 H 0.56 1.26 -1.31  N9 1.002
28 H 2.78 1.10 -1.36  C10 1.091
29 H 2.75 2.53 0.69  C11 1.064
30 H 2.58 1.13 1.70  C11 1.087
31 H 4.08 1.38 0.74  C11 1.097
32 H 1.71 -1.05 1.11  O14 0.982

Summary:
HOMO: -9.7 eV
SMILES: CC[C@H](C)[C@H](N)C(=O)N[C@@H](C)C(=O)O

Löwdin population analysis, charges in e, atoms 1 to 4: atom 1 (C): -0.094, atom 2 (C): -0.231, atom 3 (C): -0.334, atom 4 (C): -0.048

---

Top of the stability list: B, leading by 23.5 kJ/mol.

---

--- A ---
Entry from the Open Molecules 2025 dataset: the molecule C2H3ClN2O (ωB97M-V/def2-TZVPD).

Each atom is followed by the atoms it is bonded to, with distances in Å.
Atoms and positions in Å:
1 H 1.86 1.45 -1.32  N2 0.990
2 N 1.75 0.95 -0.47  H1 0.990, C3 1.228
3 C 0.71 0.29 -0.45  N2 1.228, Cl4 1.746, C5 1.665
4 Cl -0.55 0.40 -1.65  C3 1.746
5 C 0.16 -0.56 0.87  C3 1.665, N6 1.437, H8 1.156, H9 1.112
6 N -0.51 -1.73 0.37  C5 1.437, O7 1.215
7 O -1.42 -1.63 -0.43  N6 1.215
8 H -0.41 0.23 1.50  C5 1.156
9 H 0.94 -0.95 1.56  C5 1.112

Summary:
HOMO (spin up / spin down): -9.2 / -9.2 eV
SMILES: [H]/N=C(\Cl)CN=O

Löwdin population analysis, charges in e, atoms 1 to 4: atom 1 (H): 0.041, atom 2 (N): 0.102, atom 3 (C): -0.735, atom 4 (Cl): 0.712

---

--- B ---
Entry from the Open Molecules 2025 dataset: a cluster of 2 separate species, C2H3ClN2O in total (ωB97M-V/def2-TZVPD).

Each atom is followed by the atoms it is bonded to, with distances in Å.
Atoms and positions in Å:
1 C -1.66 -1.24 -0.59  N3 1.199, H7 1.132
2 C -0.41 0.91 -0.41  N3 1.314, H8 1.081, H9 1.136
3 N -0.95 -0.28 -0.46  C1 1.199, C2 1.314
4 N 1.62 -0.01 1.36  O5 1.177, Cl6 1.850
5 O 1.30 1.01 0.88  N4 1.177
6 Cl 2.80 -1.03 0.37  N4 1.850
7 H -1.93 -2.19 -0.03  C1 1.132
8 H 0.01 1.07 -1.39  C2 1.081
9 H -0.77 1.76 0.27  C2 1.136

Summary:
HOMO (spin up / spin down): -7.8 / -7.8 eV

Löwdin population analysis, charges in e, atoms 1 to 4: atom 1 (C): 0.096, atom 2 (C): -0.109, atom 3 (N): -0.104, atom 4 (N): -0.368

---

Top of the stability list: A, leading by 273.3 kJ/mol.